Density functional theory data (wB97M-V/def2-TZVPD) for the molecule C8H17N3O3.

Each atom is followed by the atoms it is bonded to, with distances in Å.
Cartesian coordinates (Å):
1 N 2.388 2.125 2.178  C2 1.492, H15 1.046, H16 1.038
2 C 2.033 3.049 1.062  N1 1.492, C3 1.540, H17 1.079, H18 1.115
3 C 0.997 2.395 0.129  C2 1.540, C4 1.560, H19 1.107, H20 1.057
4 C 1.247 0.891 -0.202  C3 1.560, C5 1.526, H21 1.147, H22 1.165
5 C 0.283 0.531 -1.329  C4 1.526, C6 1.540, H23 1.084, H24 1.080
6 C -0.108 -0.956 -1.399  C5 1.540, N7 1.426, C12 1.763, H25 1.054
7 N -1.245 -1.423 -0.675  C6 1.426, C8 1.311, H26 1.061
8 C -1.411 -1.451 0.626  N7 1.311, O9 1.263, C10 1.508
9 O -0.526 -1.257 1.506  C8 1.263
10 C -2.872 -1.769 0.820  C8 1.508, N11 1.511, H27 1.120, H28 1.061
11 N -3.683 -2.041 -0.426  C10 1.511, H29 1.040, H30 0.975
12 C 1.365 -1.919 -1.300  C6 1.763, O13 1.173, O14 1.297
13 O 2.037 -2.076 -2.248  C12 1.173
14 O 1.573 -2.080 -0.030  C12 1.297, H31 0.957
15 H 2.827 1.295 1.717  N1 1.046
16 H 1.552 1.661 2.581  N1 1.038
17 H 2.987 3.057 0.559  C2 1.079
18 H 1.861 4.090 1.422  C2 1.115
19 H -0.086 2.559 0.293  C3 1.107
20 H 1.118 2.886 -0.799  C3 1.057
21 H 2.347 0.656 -0.427  C4 1.147
22 H 1.047 0.340 0.806  C4 1.165
23 H -0.523 1.196 -1.614  C5 1.084
24 H 0.867 0.690 -2.224  C5 1.080
25 H -0.419 -1.212 -2.373  C6 1.054
26 H -2.218 -1.266 -1.067  N7 1.061
27 H -2.786 -2.698 1.440  C10 1.120
28 H -3.370 -0.943 1.263  C10 1.061
29 H -3.718 -3.077 -0.512  N11 1.040
30 H -4.594 -1.709 -0.318  N11 0.975
31 H 1.029 -1.541 0.543  O14 0.957

ΔE to the lowest compared entry with this formula, charge and spin: 197.7 kJ/mol
LUMO level: 0.3879 eV
Net charge: 0
HOMO-LUMO gap: 9.6 eV
Structure (SMILES): NCCCC[C@H](NC(=O)CN)C(=O)O

Here are the natural (NBO) charges for atoms 1 to 6, given in e:
1. N -0.820
2. C -0.223
3. C -0.417
4. C -0.429
5. C -0.447
6. C -0.169


Density functional theory data (wB97M-V/def2-TZVPD) for a 2-piece molecular cluster, C8H17NO2S overall.

Each atom is followed by the atoms it is bonded to, with distances in Å.
Cartesian coordinates (Å):
1 C -2.861 -0.025 -1.126  C2 1.611, C3 1.463, H13 1.021, H14 1.133
2 C -1.865 1.040 -1.810  C1 1.611, C4 1.528, H15 1.035, H16 1.104
3 C -1.977 -0.737 -0.202  C1 1.463, N9 1.425, H17 1.201, H18 1.155
4 C -0.595 0.193 -1.879  C2 1.528, N9 1.461, H19 1.030, H20 1.135
5 C 0.752 1.234 1.655  C8 1.437, H21 1.107, H22 1.150, H23 1.141
6 C 1.473 -1.031 2.356  C8 1.517, H24 1.079, H25 1.117, H26 1.061
7 C 0.433 -1.216 -0.265  N9 1.347, H27 1.052, H28 1.093
8 C 1.289 -0.030 1.231  C5 1.437, C6 1.517, S12 1.802
9 N -0.718 -0.847 -0.860  C3 1.425, C4 1.461, C7 1.347
10 O 3.432 -0.867 0.041  S12 1.458
11 O 2.281 1.134 -0.806  S12 1.671, H29 0.957
12 S 2.905 0.392 0.555  C8 1.802, O10 1.458, O11 1.671
13 H -3.728 0.364 -0.751  C1 1.021
14 H -3.085 -0.737 -1.979  C1 1.133
15 H -2.213 1.297 -2.749  C2 1.035
16 H -1.790 1.989 -1.251  C2 1.104
17 H -1.910 -0.098 0.812  C3 1.201
18 H -2.416 -1.784 0.011  C3 1.155
19 H -0.393 -0.097 -2.846  C4 1.030
20 H 0.350 0.760 -1.603  C4 1.135
21 H 1.455 1.821 2.276  C5 1.107
22 H 0.173 1.908 0.926  C5 1.150
23 H -0.027 1.112 2.480  C5 1.141
24 H 2.366 -1.637 2.334  C6 1.079
25 H 0.624 -1.745 2.227  C6 1.117
26 H 1.392 -0.475 3.256  C6 1.061
27 H 0.412 -2.131 0.255  C7 1.052
28 H 1.306 -1.322 -0.913  C7 1.093
29 H 2.936 1.536 -1.376  O11 0.957

ΔE to the lowest compared entry with this formula, charge and spin: 350.7 kJ/mol
LUMO level: 0.6591 eV
Net charge: 0
HOMO-LUMO gap: 8.3 eV

Here are the natural (NBO) charges for atoms 1 to 6, given in e:
1. C -0.397
2. C -0.403
3. C -0.203
4. C -0.244
5. C -0.691
6. C -0.649


Density functional theory data (wB97M-V/def2-TZVPD) for a 2-piece molecular cluster, C8H17NO4P overall.

Each atom is followed by the atoms it is bonded to, with distances in Å.
Cartesian coordinates (Å):
1 C -0.940 -1.670 1.246  C2 1.562, C3 1.494, H15 1.130, H16 1.100
2 C -1.916 -0.629 0.610  C1 1.562, C4 1.536, H17 1.090, H18 1.027
3 C -0.623 -2.701 0.211  C1 1.494, N9 1.668, H19 1.047
4 C -1.672 -0.617 -0.906  C2 1.536, C5 1.607, C6 1.491, N9 1.494
5 C -2.963 -0.321 -1.816  C4 1.607, H20 1.055, H21 1.056, H22 1.011
6 C -0.560 0.333 -1.199  C4 1.491, H23 1.013, H24 1.098, H25 1.103
7 C 2.373 3.013 -0.010  O12 1.412, H26 1.136, H27 1.022, H28 1.032
8 C 2.921 -0.899 1.609  O13 1.412, H29 1.090, H30 1.106, H31 1.134
9 N -1.315 -2.045 -1.158  C3 1.668, C4 1.494, O10 1.246
10 O -1.207 -2.501 -2.313  N9 1.246
11 O 0.082 1.575 2.270  P14 1.485
12 O 1.835 1.741 0.284  C7 1.412, P14 1.763
13 O 1.699 -0.210 1.763  C8 1.412, P14 1.716
14 P 1.540 1.482 2.003  O11 1.485, O12 1.763, O13 1.716
15 H 0.045 -1.120 1.170  C1 1.130
16 H -1.245 -1.991 2.252  C1 1.100
17 H -2.950 -0.829 0.890  C2 1.090
18 H -1.582 0.242 1.040  C2 1.027
19 H -0.587 -3.744 0.126  C3 1.047
20 H -3.353 0.646 -1.653  C5 1.055
21 H -3.791 -0.978 -1.830  C5 1.056
22 H -2.567 -0.291 -2.745  C5 1.011
23 H -0.695 1.269 -0.835  C6 1.013
24 H -0.219 0.096 -2.215  C6 1.098
25 H 0.320 0.016 -0.614  C6 1.103
26 H 2.871 3.485 0.896  C7 1.136
27 H 1.588 3.660 -0.105  C7 1.022
28 H 3.050 2.817 -0.763  C7 1.032
29 H 3.755 -0.511 2.195  C8 1.090
30 H 3.261 -0.713 0.573  C8 1.106
31 H 2.540 -1.944 1.831  C8 1.134

ΔE to the lowest compared entry with this formula, charge and spin: 516.7 kJ/mol
LUMO level (spin up / spin down): 3.5056 / 3.5007 eV
Net charge: -1
HOMO-LUMO gap (spin up / spin down): 7.3 / 7.3 eV

Here are the natural (NBO) charges for atoms 1 to 6, given in e:
1. C -0.528
2. C -0.399
3. C -0.036
4. C 0.093
5. C -0.603
6. C -0.650